{"formula": "C17H44N3O8S", "method": "ωB97M-V/def2-TZVPD", "symbols": ["H", "H", "H", "C", "H", "H", "H", "H", "C", "C", "H", "N", "H", "C", "C", "H", "H", "H", "H", "H", "H", "H", "H", "H", "H", "O", "H", "O", "O", "H", "H", "H", "H", "H", "C", "H", "S", "H", "H", "C", "O", "H", "C", "C", "H", "H", "H", "H", "H", "C", "C", "H", "H", "O", "O", "C", "C", "O", "H", "H", "C", "N", "H", "C", "C", "C", "O", "H", "H", "N", "H", "H", "H"], "coordinates": [[-2.36, 4.84, 1.46], [-1.58, -3.84, -0.18], [1.45, -0.64, -1.26], [-5.44, 0.49, -2.88], [-4.39, 2.27, -3.50], [-6.55, -1.31, 1.56], [4.17, -2.10, 1.90], [-1.63, 1.46, 0.37], [1.99, -4.29, -0.61], [-2.37, 4.46, 0.44], [-3.36, 6.18, -0.41], [-1.99, -1.78, 0.10], [1.85, -1.41, 1.16], [0.37, -2.77, 0.16], [-5.58, -1.24, 2.06], [-2.88, 0.53, -0.49], [-2.46, 5.20, -1.59], [3.92, -1.24, 0.35], [6.31, 1.72, 2.37], [1.43, -4.41, -1.58], [2.39, -5.29, -0.34], [3.80, -3.80, -1.69], [0.05, 0.46, -1.53], [-0.43, 4.28, 0.33], [-2.43, -1.88, -0.81], [2.07, 1.76, 1.09], [-6.12, 2.33, -3.79], [-5.63, 0.94, -1.54], [-1.19, 3.69, 0.23], [6.84, 3.49, -0.08], [-6.42, 1.50, -1.53], [-5.67, -0.53, 2.89], [0.53, -2.55, -0.93], [-4.55, -0.15, -2.89], [-5.25, 1.67, -3.81], [-4.87, -0.83, 1.33], [1.86, 1.60, -0.37], [-3.23, 3.79, 0.33], [6.05, 3.48, 2.31], [-5.12, -2.59, 2.54], [7.10, 1.45, -0.17], [-4.37, -3.11, 0.83], [4.45, -2.11, 0.81], [-1.29, -0.54, 0.19], [5.07, 2.38, 1.32], [-1.29, -3.24, 1.47], [-5.09, 1.33, -4.84], [0.25, -1.70, 2.04], [-6.30, -0.11, -3.18], [7.08, 2.66, 0.59], [-1.16, -2.98, 0.39], [8.08, 2.82, 0.99], [-4.15, -2.52, 3.04], [4.06, -3.40, 0.31], [1.17, -3.88, 0.49], [-2.46, 5.59, -0.57], [3.23, -3.34, -0.83], [3.20, 1.44, -1.03], [6.22, 1.32, -0.53], [6.60, -2.78, 0.66], [6.07, 2.56, 1.72], [-1.99, 0.57, 0.00], [1.29, 2.73, -0.96], [0.80, 0.13, -0.76], [0.75, -1.52, 1.05], [6.01, -1.84, 0.75], [-5.01, -3.49, 1.45], [-5.84, -3.01, 3.25], [6.19, -1.15, -0.12], [0.08, -0.35, 0.43], [2.95, -2.31, -1.16], [6.31, -1.32, 1.69], [-1.59, 6.25, -0.48]], "mulliken_charge": [0.292, 0.462, 0.069, -0.169, 0.218, 0.266, 0.204, 0.095, -0.536, -0.191, 0.355, -0.177, 0.067, 0.524, -0.662, 0.040, 0.285, -0.133, 0.205, 0.330, 0.371, 0.400, 0.577, 0.269, 0.384, -0.619, 0.323, -0.467, -0.486, 0.267, 0.268, 0.363, 0.526, 0.191, -0.991, 0.002, 1.078, 0.274, 0.361, -0.233, -0.483, 0.277, 0.285, 0.293, 0.028, 0.267, 0.340, 0.368, 0.315, -0.289, -1.302, 0.293, 0.203, -0.365, -0.414, -1.156, -0.188, -0.649, 0.265, 0.315, -0.645, 0.044, 0.151, -0.750, -0.810, -0.937, -0.522, 0.318, 0.167, 0.417, 0.134, 0.261, 0.366], "fmax_ha_per_bohr": 0.12432, "multiplicity": 1, "charge": 1, "lumo_ev": -4.2, "homo_lumo_gap_ev": 7.5, "total_energy_ev": -50017.3628, "homo_ev": -11.65}

{"formula": "C17H45ClNO10", "method": "ωB97M-V/def2-TZVPD", "symbols": ["H", "C", "H", "H", "C", "H", "C", "C", "H", "C", "C", "O", "C", "O", "H", "H", "O", "H", "H", "H", "H", "C", "H", "C", "H", "O", "H", "H", "H", "C", "H", "H", "O", "H", "H", "H", "C", "O", "H", "H", "H", "H", "H", "H", "H", "C", "C", "Cl", "H", "H", "O", "H", "C", "N", "H", "H", "H", "H", "H", "H", "H", "H", "H", "H", "O", "H", "C", "C", "O", "H", "O", "H", "H", "C"], "coordinates": [[2.73, 0.93, -2.84], [2.09, 2.45, -1.40], [2.38, -4.47, -4.24], [-3.82, -0.33, -2.32], [-2.90, -2.04, 4.86], [0.75, -2.34, -2.79], [4.36, 3.03, -0.38], [-2.80, -0.69, -2.18], [1.59, -3.08, -4.96], [3.36, 3.31, -1.51], [1.06, 2.99, -2.41], [0.33, -2.36, 2.22], [1.63, 3.05, 2.34], [-3.97, 2.89, 0.84], [-2.39, -1.79, 5.80], [-3.73, 3.01, 1.76], [1.64, -3.93, -1.75], [3.08, 4.37, -1.51], [-2.16, -2.54, 4.23], [3.27, 0.68, -1.21], [3.78, 3.07, -2.49], [3.65, 3.30, 0.94], [2.25, 2.98, 3.24], [-3.35, -0.71, 4.26], [-2.77, -1.75, -2.46], [0.28, 2.02, 0.10], [1.90, 0.39, 1.42], [-2.56, -0.74, -1.12], [1.63, 3.26, -3.30], [2.80, 1.01, 1.47], [-3.28, -5.64, 0.76], [-1.81, -0.25, 3.17], [-2.24, 0.42, -4.25], [0.56, 3.89, -2.05], [1.39, 4.10, 2.18], [0.17, -3.97, -3.19], [2.07, -3.44, -4.05], [-1.12, -2.74, 0.44], [-0.85, -0.60, -3.07], [2.95, -2.85, -3.81], [-4.00, -6.09, 2.35], [-1.39, 0.94, -2.43], [-3.75, -2.69, 5.05], [-2.31, 2.21, -0.10], [-3.90, -0.81, 3.32], [-3.22, 1.78, 0.32], [1.06, -3.38, -2.92], [-0.18, -1.79, 1.01], [-3.78, 1.32, -0.49], [0.40, 1.06, 0.20], [-0.84, -0.53, 1.29], [3.10, 0.97, 2.52], [-3.60, -5.27, 1.74], [1.57, 2.58, -0.05], [3.54, 0.51, 0.86], [-3.99, -0.19, 4.97], [0.69, 2.53, 2.52], [3.41, 4.37, 1.00], [-4.39, -4.53, 1.58], [0.32, 2.23, -2.67], [4.74, 2.02, -0.54], [5.19, 3.74, -0.48], [1.17, -3.57, -0.99], [-2.16, -3.97, 2.05], [-2.53, -4.74, 2.50], [1.58, 0.31, -1.60], [2.41, 0.99, -1.80], [-1.72, 0.05, -2.97], [0.88, -1.54, 0.05], [-1.81, -0.09, -4.94], [-2.22, 0.11, 3.96], [4.39, 3.09, 1.72], [-3.00, 1.04, 1.08], [2.39, 2.46, 1.16]], "mulliken_charge": [0.495, 2.138, 0.315, 0.413, -0.855, -0.363, -0.579, -1.020, 0.343, -1.497, -1.693, -0.767, -1.919, -0.608, 0.258, 0.329, -0.623, 0.365, 0.221, 0.328, 0.458, -1.390, 0.434, -0.247, 0.316, -0.158, 0.237, 0.043, 0.442, -1.525, 0.236, 0.206, -0.607, 0.419, 0.411, 0.252, -1.263, -0.699, -0.449, 0.316, 0.245, -0.408, 0.309, 0.089, 0.235, 0.078, 0.618, 1.741, 0.138, 0.177, -0.443, 0.491, -0.585, -0.104, 0.261, 0.329, 0.276, 0.401, 0.249, 0.081, 0.352, 0.359, 0.311, 0.309, -0.478, 0.153, -1.753, 1.388, -0.553, 0.335, -0.508, 0.412, -0.035, 1.820], "relative_energy_kj_mol": 0.0, "fmax_ha_per_bohr": 0.02967, "multiplicity": 1, "charge": -1, "lumo_ev": 2.7, "homo_lumo_gap_ev": 8.4, "total_energy_ev": -52839.4741, "homo_ev": -5.74}

{"formula": "C17H45Hg2NO15", "method": "ωB97M-V/def2-TZVPD", "symbols": ["H", "O", "C", "C", "H", "H", "H", "H", "H", "H", "H", "H", "Hg", "H", "C", "C", "H", "C", "H", "H", "H", "H", "O", "H", "H", "H", "O", "H", "N", "C", "H", "H", "O", "H", "H", "H", "C", "C", "H", "H", "H", "O", "C", "H", "H", "C", "C", "O", "O", "O", "H", "C", "H", "C", "H", "H", "C", "C", "O", "H", "H", "H", "H", "H", "H", "H", "C", "Hg", "H", "O", "H", "H", "O", "C", "O", "H", "O", "O", "O", "H"], "coordinates": [[12.04, 3.04, -3.26], [-4.24, 6.30, 0.40], [-1.08, -4.55, 6.62], [4.33, 2.93, -4.02], [5.85, 0.94, -0.45], [0.76, -3.55, 6.90], [10.88, 1.50, -0.37], [12.02, 3.87, -1.68], [-9.47, -1.60, 7.89], [-3.94, 8.14, -0.56], [5.33, 3.22, -1.54], [1.25, -7.37, -1.92], [-6.89, -1.12, -2.76], [-1.88, 7.47, -1.65], [-2.68, -0.72, -0.09], [10.06, 2.11, -0.73], [4.63, 3.18, -5.04], [5.30, 2.22, -1.97], [-9.05, -0.35, 6.64], [8.84, 0.54, -1.56], [10.02, 2.83, 0.09], [3.35, 2.46, -4.03], [-2.92, -1.68, -0.82], [12.39, 2.21, -1.82], [0.63, -6.15, 0.26], [-0.47, -2.39, 6.65], [5.35, 2.17, -3.38], [0.23, -7.77, 0.34], [7.52, 2.11, -0.99], [-4.08, -0.80, -7.22], [6.61, 0.46, -2.00], [-3.11, 4.95, -1.53], [0.47, -5.44, -2.13], [-2.86, 7.64, 0.70], [4.27, 3.93, -3.60], [-8.48, -1.89, 5.25], [-3.41, 7.27, -0.17], [-4.56, 0.72, -7.26], [-7.02, -2.08, 8.11], [-1.33, -4.64, 7.67], [-3.23, -0.96, -6.54], [-2.30, -4.33, 5.96], [-8.76, -1.28, 7.14], [4.31, 1.91, -1.64], [-0.30, -4.95, -1.83], [0.36, -6.79, -1.71], [11.72, 2.98, -2.22], [10.34, 2.70, -2.08], [-5.37, 1.11, -6.14], [0.29, -3.41, 5.03], [-1.69, 6.10, -0.45], [6.39, 1.30, -1.33], [-4.99, 6.43, -0.18], [-0.05, -6.87, -0.20], [-5.23, 0.91, -8.11], [8.62, 0.76, 0.15], [-2.37, 6.66, -1.10], [8.73, 1.30, -0.79], [-3.25, 0.31, -0.43], [-0.66, -5.51, 6.30], [-3.70, 1.36, -7.45], [-0.40, -2.99, 4.51], [-5.98, -1.63, 6.68], [-0.49, -7.19, -2.26], [-4.93, -2.55, -6.99], [-7.32, -0.40, 8.64], [-0.18, -3.41, 6.38], [-5.18, 2.10, 3.24], [-1.48, -5.52, -0.21], [-8.68, -2.28, 6.10], [-3.71, -1.23, -8.15], [-4.92, 1.86, -5.76], [-2.62, -0.76, 1.12], [-7.36, -1.10, 7.80], [-5.09, -1.65, -6.70], [-2.10, -4.43, 5.03], [-6.32, -0.76, 6.89], [-1.41, -6.42, 0.09], [-3.01, 5.76, -2.02], [7.66, 2.76, -1.76]], "mulliken_charge": [0.280, -0.474, -0.266, -0.744, 0.321, 0.286, 0.476, 0.319, 0.306, 0.365, 0.434, 0.341, 0.410, 0.313, 0.871, -0.677, 0.286, -0.706, 0.258, 0.391, 0.380, 0.290, -0.342, 0.321, 0.276, 0.276, -0.266, 0.399, -0.200, -0.367, 0.357, 0.297, -0.478, 0.255, 0.333, 0.307, -0.451, -0.387, 0.293, 0.304, 0.255, -0.485, -0.263, 0.493, 0.256, -0.273, -0.752, -0.277, -0.500, -0.500, 0.242, -0.476, 0.326, -0.454, 0.256, 0.391, -0.294, -0.600, -0.252, 0.250, 0.365, 0.285, 0.349, 0.240, 0.327, 0.320, -0.380, 0.332, 0.270, -0.494, 0.351, 0.318, -0.284, -0.408, -0.489, 0.297, -0.478, -0.483, -0.500, 0.339], "relative_energy_kj_mol": 1327.2, "fmax_ha_per_bohr": 0.08896, "multiplicity": 1, "charge": 2, "lumo_ev": -11.9, "homo_lumo_gap_ev": 1.0, "total_energy_ev": -58877.7942, "homo_ev": -12.95}